Density functional theory data (the ωB97M-V functional and the def2-TZVPD basis) for 6 unconnected molecules or ions with the total composition C40H82N4O8 in a non-equilibrium geometry.

Structure (XYZ):
```
134
Properties=species:S:1:pos:R:3:forces:R:3
C -3.713 -4.381 4.816 -0.334 -0.977 0.531
C -2.238 -4.362 4.371 2.811 -0.607 -2.106
O -1.889 -3.962 3.220 -2.268 0.717 0.421
O -1.368 -4.941 5.073 -1.228 -0.081 1.710
H -4.175 -3.513 5.289 0.415 0.405 -0.266
H -3.779 -5.176 5.566 0.041 0.051 0.158
H -4.370 -4.729 4.015 0.120 0.347 -0.310
C -0.542 -0.888 0.944 -0.515 -0.876 0.967
C 0.881 -1.036 1.547 1.644 -0.406 0.550
O 1.631 -0.031 1.437 -0.409 1.345 -0.628
O 1.290 -2.100 2.061 -1.234 0.020 -0.616
H -0.489 -0.987 -0.142 -0.040 0.276 -0.076
H -1.065 0.019 1.253 0.523 0.459 -0.344
H -1.205 -1.658 1.351 0.239 -0.385 -0.125
C -7.331 3.022 1.378 -1.002 0.431 -1.472
C -6.580 1.701 1.463 -0.175 1.155 0.356
C -7.557 0.695 2.104 0.725 -1.229 -0.670
C -6.975 -0.708 2.020 -0.634 -1.217 0.615
C -6.529 -1.158 0.636 1.068 1.010 -0.260
C -5.544 -0.108 -0.038 -0.430 -1.770 0.531
N -6.157 1.236 0.124 -1.500 -1.439 -0.141
O -5.546 2.238 -0.669 0.094 -0.053 0.432
C -4.158 -0.323 0.582 0.854 0.447 0.303
C -5.436 -0.551 -1.534 -0.108 3.071 0.101
C -5.375 2.028 2.335 -0.105 -0.937 0.482
H -7.641 3.434 2.338 0.478 -0.153 0.211
H -8.276 2.921 0.830 -0.031 -0.269 -0.113
H -6.772 3.759 0.800 0.202 0.147 0.395
H -7.758 0.925 3.151 0.119 0.313 -0.030
H -8.520 0.597 1.598 0.015 0.803 -0.304
H -7.736 -1.446 2.298 -0.236 0.187 0.243
H -6.241 -0.848 2.816 0.542 0.021 -0.450
H -7.339 -1.408 -0.053 -0.449 0.650 0.163
H -6.021 -2.123 0.704 0.414 0.170 0.190
H -3.513 0.558 0.533 -0.073 0.091 -0.572
H -4.077 -0.563 1.644 -0.581 -0.349 -0.017
H -3.659 -1.125 0.040 0.094 -0.026 0.145
H -4.445 -0.289 -1.908 0.343 -1.018 0.125
H -5.832 -1.531 -1.776 0.312 -0.059 0.095
H -5.947 0.253 -2.075 -0.820 -0.558 -0.243
H -4.806 1.106 2.425 0.455 0.404 0.266
H -5.702 2.330 3.332 0.048 0.055 0.032
H -4.800 2.839 1.892 0.171 -0.184 -0.061
H -6.330 2.541 -1.135 0.301 0.252 -0.349
C 7.236 0.524 2.236 -0.573 1.050 -0.130
C 6.942 0.949 0.760 0.346 -1.094 0.544
C 8.060 0.167 0.029 -1.280 -0.544 -1.145
C 7.728 -0.156 -1.434 0.289 1.269 -1.225
C 6.374 -0.822 -1.673 1.315 -0.076 1.439
C 5.256 -0.049 -0.935 -0.455 -2.719 -0.212
N 5.654 0.308 0.453 -0.265 0.148 -1.051
O 4.560 1.068 0.947 0.916 0.094 0.331
C 4.747 1.085 -1.825 -0.026 0.527 1.436
C 4.182 -1.154 -0.750 -1.161 0.682 -0.550
C 7.055 2.455 0.373 0.306 -0.782 0.778
H 6.478 0.885 2.934 0.138 0.309 0.013
H 8.240 0.856 2.509 -0.042 0.112 0.232
H 7.190 -0.560 2.308 0.013 0.018 -0.198
H 8.975 0.751 0.124 0.192 -0.281 -0.003
H 8.129 -0.819 0.487 0.401 0.163 0.381
H 8.545 -0.710 -1.905 0.012 -0.255 0.182
H 7.706 0.771 -2.023 0.115 0.243 0.071
H 6.475 -1.841 -1.287 -0.365 0.006 0.351
H 6.155 -0.985 -2.728 -0.082 0.476 -0.060
H 5.422 1.916 -1.601 0.019 0.306 -0.894
H 4.668 0.817 -2.875 0.254 0.067 0.013
H 3.768 1.408 -1.465 -0.131 -0.122 -0.151
H 4.433 -1.890 0.011 0.364 -0.019 -0.196
H 3.187 -0.800 -0.464 0.183 0.446 0.336
H 4.014 -1.602 -1.734 0.181 -0.389 0.037
H 7.867 2.927 0.931 0.251 -0.155 -0.148
H 6.194 3.071 0.635 -0.235 -0.189 -0.266
H 7.284 2.455 -0.692 -0.118 0.549 -0.017
H 4.675 1.899 0.466 -0.560 0.259 0.216
C 0.584 3.120 -0.169 -0.370 0.581 -0.237
C 0.341 4.596 0.225 1.630 0.691 -0.069
C 1.255 4.963 1.437 0.693 -0.701 -0.168
C 2.764 5.141 1.107 -1.719 0.285 -0.475
C 2.895 6.338 0.137 -0.277 -1.707 1.591
C 2.054 6.050 -1.122 0.534 0.144 -1.041
N 0.703 5.533 -0.863 -0.748 1.075 0.423
O -0.002 5.166 -2.075 1.534 0.328 0.798
C 1.911 7.404 -1.856 0.619 -0.699 -1.390
C 2.886 5.038 -1.977 1.189 -0.640 -0.212
C -1.112 4.916 0.575 0.404 -1.359 0.888
H -0.010 2.930 -1.064 -0.585 -0.475 0.438
H 0.382 2.475 0.685 -0.210 -0.384 -0.349
H 1.580 2.867 -0.535 0.314 0.343 0.573
H 0.946 5.861 1.977 -0.312 0.151 -0.268
H 1.235 4.154 2.169 -0.479 -0.128 -0.077
H 3.148 4.262 0.588 0.086 -0.224 0.385
H 3.211 5.260 2.093 0.649 0.160 -0.312
H 3.959 6.359 -0.094 -0.116 0.737 -0.460
H 2.577 7.214 0.705 -0.028 0.305 -0.424
H 2.882 7.803 -2.168 0.319 0.011 0.660
H 1.504 7.220 -2.854 -0.768 0.085 0.245
H 1.363 8.170 -1.314 -0.148 -0.239 0.098
H 2.815 4.998 -3.067 -0.729 0.522 -0.022
H 3.970 5.143 -1.852 -0.006 0.619 0.174
H 2.807 3.992 -1.674 -0.635 0.085 0.244
H -1.233 5.969 0.820 -0.072 0.054 -0.396
H -1.303 4.355 1.495 -0.270 0.001 0.052
H -1.806 4.518 -0.163 -0.024 0.413 -0.173
H 0.614 4.506 -2.425 -0.414 -0.263 -0.470
C 1.730 -4.448 -0.939 -0.897 -0.116 -0.179
C 0.369 -4.511 -1.635 -1.476 -1.855 -0.970
C 0.448 -5.791 -2.539 0.771 1.360 -1.794
C -0.833 -6.489 -3.074 1.379 0.366 1.818
C -1.868 -6.602 -1.943 -0.341 -0.600 -1.878
C -2.017 -5.407 -0.976 -0.140 -0.510 -0.860
N -0.682 -4.901 -0.638 0.918 -0.251 -0.061
O -0.767 -3.930 0.355 -0.386 0.300 -0.466
C -2.934 -4.365 -1.698 1.532 0.106 -0.034
C -2.728 -5.925 0.248 -0.825 -0.058 0.577
C 0.082 -3.247 -2.521 -0.040 -0.914 0.053
H 2.469 -4.604 -1.729 0.285 0.277 0.132
H 1.704 -5.331 -0.302 0.416 0.263 0.362
H 1.884 -3.529 -0.374 0.068 -0.108 0.136
H 1.032 -5.450 -3.407 -0.175 0.146 -0.317
H 1.195 -6.497 -2.170 -0.630 -0.302 0.808
H -0.424 -7.484 -3.262 -0.598 -0.164 -0.613
H -1.317 -6.080 -3.959 0.557 0.316 -0.138
H -1.746 -7.620 -1.571 0.067 0.415 1.157
H -2.771 -6.694 -2.559 -0.574 0.060 0.671
H -3.867 -4.787 -2.064 -0.060 0.019 0.198
H -3.089 -3.471 -1.091 -0.287 -0.121 0.148
H -2.304 -4.051 -2.531 -0.607 0.162 -0.354
H -3.077 -5.152 0.935 0.583 0.165 0.119
H -3.656 -6.401 -0.090 0.036 -0.211 -0.176
H -2.158 -6.671 0.800 0.183 0.181 0.009
H -0.216 -2.425 -1.871 0.192 0.295 -0.288
H -0.663 -3.417 -3.303 -0.476 -0.158 0.438
H 0.925 -3.017 -3.176 0.535 0.293 0.711
H -1.204 -3.211 -0.125 0.068 0.544 0.782
```
Forces are in eV/Å.

Calculated values
net charge	-2
E_HOMO	-1.02	eV
E_LUMO	3.5	eV
F_max	3.6	eV Å⁻¹
orbital gap	4.552	eV